(a)
Molecular formula: C2H8S3
Method: DFT, ωB97M-V with the def2-TZVPD basis set

Properties
- SMILES: CSS.CS
- LUMO: 0.54 eV
- Frontier orbital gap: 9.2 eV

ORCA input file:
```
! wB97M-V def2-TZVPD RIJCOSX def2/J DEFGRID3
* xyz 0 1
C 1.938 1.271 -1.619
S 1.116 -0.017 -2.390
H 2.300 1.879 -2.330
H 1.274 1.837 -1.020
H 2.616 0.917 -0.923
H 0.139 -0.114 -1.434
C -0.702 -0.724 2.189
S -1.524 -1.949 0.955
S -3.015 -0.696 0.310
H -0.458 0.264 1.899
H 0.388 -1.038 2.338
H -1.174 -0.820 3.081
H -2.897 -0.809 -1.055
*
```

---

(b)
Molecular formula: C2H8S3
Method: DFT, ωB97M-V with the def2-TZVPD basis set

Properties
- SMILES: CSC.SS
- LUMO: 0.31 eV
- Frontier orbital gap: 8.8 eV

ORCA input file:
```
! wB97M-V def2-TZVPD RIJCOSX def2/J DEFGRID3
* xyz 0 1
S -1.855 -0.547 2.308
S -1.076 1.301 2.527
H -0.747 -1.285 2.146
H -1.705 1.969 1.537
C -0.626 0.222 -1.695
S 1.208 -0.054 -1.878
C 1.792 -0.512 -0.228
H -0.796 0.896 -0.866
H -1.155 -0.713 -1.483
H -0.992 0.460 -2.688
H 2.877 -0.583 -0.318
H 1.671 0.298 0.489
H 1.405 -1.452 0.151
*
```

---

Stability check: which of them is least stable? (a).

---

(a)
Molecular formula: C3H5IS
Method: DFT, ωB97M-V with the def2-TZVPD basis set

Properties
- SMILES: C[C@@H](I)C=S
- LUMO: -0.76 eV
- Frontier orbital gap: 8.2 eV

ORCA input file:
```
! wB97M-V def2-TZVPD RIJCOSX def2/J DEFGRID3
* xyz 0 1
C -1.134 0.168 0.673
C 0.668 0.179 -1.006
C 0.088 -0.360 0.322
S -2.617 -0.328 0.500
I 1.667 -0.009 1.822
H -1.119 0.991 1.480
H 1.189 1.176 -0.846
H -0.183 0.169 -1.775
H 1.415 -0.503 -1.384
H 0.027 -1.484 0.215
*
```

---

(b)
Molecular formula: C3H5IS
Method: DFT, ωB97M-V with the def2-TZVPD basis set

Properties
- SMILES: C=CC=S.I
- LUMO: -1.09 eV
- Frontier orbital gap: 7.8 eV

ORCA input file:
```
! wB97M-V def2-TZVPD RIJCOSX def2/J DEFGRID3
* xyz 0 1
C 2.051 -0.818 0.060
C 0.881 -0.196 0.275
C 0.409 0.906 -0.508
S -1.066 1.671 -0.234
I -5.073 -0.103 0.790
H 2.359 -1.491 0.725
H 2.735 -0.583 -0.787
H 0.374 -0.350 1.098
H 1.037 1.314 -1.353
H -3.707 -0.350 -0.066
*
```

---

Stability check: which of them is least stable? (b).